ORCA calculation (wB97M-V/def2-TZVPD) on a molecular structure, C25H21BrN2O2Ru at a distorted geometry.

XYZ file:
```
52
Properties=species:S:1:pos:R:3:forces:R:3:lowdin_charge:R:1
C -2.08437 -0.90309 -3.24000 0.176 0.184 0.736 -0.2153
C -2.32216 -1.38630 -1.90649 -0.405 0.569 -0.007 -0.1687
C -2.51705 -0.24472 -1.05919 0.068 -0.850 -0.938 -0.1451
H -2.32046 -2.41258 -1.58220 -0.050 -0.040 -0.039 0.1056
C -2.44542 0.92373 -1.87185 0.363 -0.211 -0.992 -0.1444
C -2.11742 0.53150 -3.20363 -0.615 0.400 0.239 -0.1954
H -1.88782 1.19787 -4.03477 -0.319 -0.238 0.246 0.1058
H -1.97743 -1.49717 -4.13815 0.279 0.021 0.196 0.1055
H -2.78083 -0.25629 -0.00616 0.326 -0.095 -0.143 0.1138
H -2.66407 1.92205 -1.53485 0.388 0.168 0.020 0.1105
Ru -0.33233 -0.19848 -1.97776 -1.339 0.140 0.265 1.0164
Br 1.34602 -1.12959 -3.29567 0.480 -0.421 0.537 0.2906
C 1.84456 0.74015 -5.80239 -1.163 1.837 -0.861 -0.1686
C 0.80933 1.53335 -6.35754 2.118 -0.598 1.212 -0.1092
C -0.18807 0.64808 -6.90843 0.102 -1.717 0.256 -0.0919
H 0.76022 2.62995 -6.34965 0.063 -0.658 0.005 0.0946
C 0.23751 -0.69156 -6.68219 0.097 0.460 0.023 -0.1471
C 1.51659 -0.65373 -6.03189 -1.323 0.106 -1.173 -0.2510
H 2.13329 -1.52321 -5.79152 -0.246 0.494 -0.273 0.0604
H 2.72778 1.10026 -5.26591 -0.439 -0.132 -0.348 0.0926
H -1.12363 0.95883 -7.39222 0.544 -0.207 0.240 0.0998
H -0.30809 -1.61058 -6.92987 0.314 0.584 -0.021 0.0900
O 0.30354 2.73814 -0.42325 -0.050 -1.045 0.553 0.0522
C 0.42653 1.72010 0.23371 0.698 -0.103 0.753 -0.5192
N 0.71735 1.61293 1.59752 -0.395 1.188 -0.920 0.1477
C 0.56953 0.27660 2.10954 0.140 0.034 0.401 -0.3014
C 0.41227 -0.50263 0.82133 -0.660 -1.404 -0.726 -0.4440
O 0.17343 -1.70616 0.73377 0.681 1.287 0.139 0.0516
N 0.37031 0.37909 -0.22906 0.370 0.680 0.567 -0.0396
C 1.78365 -0.07950 2.97440 -0.187 -0.183 -0.153 -0.1487
C 2.76592 -1.00741 2.62725 0.250 0.020 0.587 -0.0033
C 3.83384 -1.21744 3.51572 -0.051 0.146 0.030 -0.0751
C 3.97124 -0.50434 4.70484 -0.401 0.113 -0.183 -0.0847
C 2.95323 0.38588 5.04179 -0.237 0.308 0.158 -0.0785
C 1.87563 0.60258 4.18676 0.187 -0.253 0.110 -0.0355
C -0.75716 0.05475 2.85519 -0.089 -0.367 -0.158 -0.1535
C -0.92354 -1.16311 3.52851 -0.067 -0.091 0.317 -0.0158
C -2.04675 -1.36804 4.33075 0.115 -0.039 -0.406 -0.0673
C -3.07129 -0.42274 4.36536 0.325 -0.016 0.075 -0.0879
C -2.95077 0.71220 3.57667 -0.111 0.044 -0.201 -0.0896
C -1.82159 0.95740 2.79292 0.254 -0.268 0.347 -0.0282
H 0.75590 2.44760 2.17941 -0.053 -0.480 -0.297 0.1643
H 2.73176 -1.60264 1.71495 -0.210 0.246 0.180 0.1185
H 4.56546 -1.97631 3.29887 0.197 -0.090 -0.279 0.0974
H 4.84153 -0.62577 5.36310 -0.498 -0.128 -0.340 0.1085
H 2.95912 0.90303 5.99813 0.167 0.001 -0.160 0.1030
H 1.06114 1.27778 4.46288 0.318 -0.162 0.075 0.1236
H -0.18735 -1.97419 3.39926 -0.258 0.691 0.294 0.1337
H -2.12696 -2.28364 4.90469 -0.043 0.009 -0.069 0.1032
H -3.94757 -0.58049 4.99681 0.255 0.090 -0.232 0.1055
H -3.75126 1.43037 3.55520 -0.235 0.161 0.001 0.0967
H -1.79325 1.83746 2.14529 0.166 -0.184 0.356 0.1173
```
Positions in Å, forces in eV/Å.

As for the spin multiplicity: 5. For the total energy, the calculation gives -3894.072273 hartree. As for the expectation value of S²: 6.04. For the lowest unoccupied orbital energy (alpha / beta), the calculation gives -0.5 / -1.7 eV. The value obtained for the gap between HOMO and LUMO (alpha / beta) is 7.3 / 6.2 eV. Its total charge is 0. As for the energy above the lowest of the compared OMol25 structures with the same formula, charge and spin: 0.0 kcal per mole.

ORCA calculation (wB97M-V/def2-TZVPD) on 15 unconnected molecules or ions with the total composition C60H71F6N9O32 at a distorted geometry.

XYZ file:
```
178
Properties=species:S:1:pos:R:3:forces:R:3:lowdin_charge:R:1
C 17.81922 18.80880 13.21020 -0.140 -0.484 0.110 -0.0357
C 19.00576 19.30509 13.77353 -1.704 1.027 -0.453 -0.0554
C 19.96363 18.40574 14.13117 2.347 0.499 0.277 -0.0159
C 19.80562 17.07630 13.83621 -0.647 -0.814 -0.217 -0.1461
C 18.64073 16.53680 13.30081 0.237 0.198 -0.417 0.0022
C 17.62700 17.41997 13.01769 -0.074 1.347 -0.155 -0.0471
N 20.87809 16.15315 14.13399 -0.138 0.365 1.223 -0.2803
O 20.56926 14.99104 14.36306 0.607 0.269 -0.460 0.0587
O 22.00195 16.62428 14.27978 -0.094 -0.619 -0.373 0.0695
H 17.00258 19.45814 12.88687 0.316 -0.049 0.253 0.0910
H 19.15420 20.39851 13.91988 -0.078 -1.035 -0.056 0.1182
H 20.93277 18.77076 14.52539 -0.784 -0.372 -0.120 0.1169
H 18.59297 15.50726 12.96363 -0.008 0.009 0.448 0.1159
H 16.69775 17.11822 12.55909 -0.023 -0.159 -0.011 0.0765
C 14.83460 15.77735 18.06818 -0.989 0.606 -0.441 -0.0358
C 13.50103 15.63427 17.58179 1.535 -0.157 0.065 -0.0348
C 13.23087 16.31663 16.42388 0.042 -0.078 0.110 -0.0422
C 14.17148 17.15169 15.84782 -0.418 0.288 -0.136 -0.1485
C 15.46233 17.32585 16.30244 -0.162 -0.607 -0.281 0.0351
C 15.80085 16.55551 17.42256 -1.116 0.281 -0.364 -0.0572
N 13.66008 17.90894 14.69124 2.390 0.384 -1.053 -0.3136
O 14.48298 18.45829 13.95009 -0.244 -0.362 0.853 0.0493
O 12.48722 17.93401 14.47673 -1.586 -0.085 0.032 0.0850
H 15.07128 15.40572 19.03342 0.338 -0.736 0.577 0.0936
H 12.73910 14.96682 18.01341 0.642 0.491 0.027 0.1181
H 12.30075 16.22680 15.92513 -0.824 0.009 -0.195 0.1049
H 16.13790 17.97312 15.73665 -0.094 -0.240 0.459 0.1218
H 16.79002 16.61103 17.80616 0.557 0.064 0.285 0.0592
C 13.89942 22.25427 11.80713 -0.776 -0.739 0.582 -0.0505
C 13.58590 21.16556 12.64165 -0.111 0.514 0.569 -0.0287
C 12.27527 20.64418 12.69379 0.542 0.263 -0.460 0.0120
C 11.31058 21.22590 11.88008 0.421 0.401 -0.256 -0.1577
C 11.60458 22.30518 11.05080 -0.399 -0.443 -0.091 -0.0118
C 12.89450 22.78106 11.01479 0.280 0.814 -0.475 -0.0687
N 9.94599 20.68614 11.87778 -1.151 0.857 -0.297 -0.3324
O 9.81049 19.55717 12.31078 -0.231 0.056 -0.160 0.0642
O 9.01733 21.39598 11.44846 1.567 -1.125 0.601 0.0631
H 14.85723 22.75372 11.79859 0.121 -0.227 0.105 0.0732
H 14.32360 20.83166 13.38224 -0.331 -0.133 -0.599 0.0921
H 12.00260 19.80240 13.32062 0.207 0.175 -0.013 0.0911
H 10.84066 22.73038 10.41634 -0.095 0.012 0.112 0.1172
H 13.12304 23.64240 10.38241 -0.100 -0.269 0.131 0.1131
C 18.20220 10.07038 17.10899 -0.418 -0.901 -0.969 -0.0779
C 18.99086 10.99471 17.74343 0.377 -1.340 1.550 -0.0910
C 18.86660 12.31978 17.50228 -0.779 1.298 -0.354 -0.0101
C 17.98611 12.74710 16.51220 0.213 -0.683 -0.289 -0.1253
C 17.23705 11.83639 15.76452 0.220 0.097 0.225 0.0062
C 17.31694 10.46784 16.10674 0.111 1.192 -1.107 -0.0508
N 17.88442 14.17981 16.15715 0.444 -1.105 1.195 -0.3234
O 17.05509 14.44473 15.33161 -0.401 0.886 -0.811 0.0522
O 18.59667 14.96787 16.74483 -0.003 0.196 -0.164 0.0788
H 18.36011 9.02708 17.38076 -0.347 0.141 -0.256 0.1123
H 19.63131 10.61072 18.55418 -0.163 0.524 -0.522 0.1277
H 19.33360 13.00622 18.15942 0.688 0.765 0.099 0.1121
H 16.64585 12.24035 14.92078 0.279 -0.613 0.686 0.1222
H 16.77376 9.82832 15.40925 0.128 -0.364 0.742 0.1092
C 13.49305 14.22352 13.31625 0.130 -0.306 -0.090 -0.0481
C 14.85433 14.49511 13.18692 -0.100 1.071 -0.090 -0.0534
C 15.43713 14.56457 11.93696 -0.660 0.039 -0.214 -0.0002
C 14.59254 14.37437 10.86906 -0.333 -0.618 -1.110 -0.1545
C 13.26878 13.93595 10.93674 0.679 0.481 0.880 -0.0037
C 12.71420 13.84327 12.21937 0.125 0.437 -0.762 -0.0443
N 15.15901 14.51608 9.51347 -0.572 -0.945 -1.108 -0.3256
O 14.41096 14.72107 8.56188 0.186 0.288 0.967 0.0773
O 16.33792 14.26869 9.37232 0.517 0.379 0.259 0.0646
H 13.07164 14.34350 14.30012 -0.281 -0.233 0.137 0.0947
H 15.43810 14.92180 13.98979 -0.194 -0.497 0.383 0.0792
H 16.45844 14.84672 11.75710 0.198 0.058 0.097 0.1101
H 12.73359 13.75078 10.01500 -0.092 0.006 0.199 0.1194
H 11.65205 13.61005 12.26549 0.278 -0.039 0.424 0.1137
C 23.38898 15.63291 16.97249 0.970 0.505 -1.425 -0.0560
C 21.95149 15.51347 17.28760 -1.243 0.370 -0.170 -0.3379
O 21.46320 16.84761 17.15412 -0.012 0.499 0.078 0.0607
C 22.50480 17.78369 17.14329 0.056 -3.832 -0.426 -0.5219
O 22.36660 18.94262 17.13512 0.030 1.171 0.078 0.1942
O 23.65465 17.05241 17.07245 0.222 0.472 0.090 0.0745
F 21.76184 15.14566 18.58501 -0.126 -0.132 0.396 0.0671
H 23.61400 15.26378 15.95272 -0.337 0.663 0.307 0.1123
H 24.05836 15.06096 17.58401 0.074 0.050 0.882 0.1367
H 21.38630 14.83835 16.63421 0.109 0.337 0.354 0.1217
C 12.40990 18.23963 8.98303 0.864 -1.382 1.284 0.0136
C 12.04170 17.61606 10.34054 1.089 0.889 0.072 -0.2569
O 13.26786 17.72811 11.08638 -1.549 -0.649 0.937 0.1181
C 14.31753 17.94017 10.30778 -1.319 -0.037 -0.885 -0.5989
O 15.44339 17.92379 10.66225 1.052 0.032 0.127 0.1557
O 13.88825 18.15251 9.05463 -0.917 1.131 -1.296 0.0729
F 11.72505 16.31236 10.16640 -0.129 -0.243 0.288 0.0754
H 11.93690 19.21232 8.91138 0.845 0.562 -0.212 0.1300
H 12.07726 17.59160 8.17771 0.119 0.052 -0.067 0.1377
H 11.29126 18.13861 10.93650 -0.129 -0.307 -0.144 0.1483
C 19.35849 13.40514 8.87512 -1.318 0.591 -0.445 -0.0745
C 20.47455 14.11112 9.53227 1.373 0.674 0.796 -0.3209
O 20.98923 13.18724 10.46564 0.303 -0.400 -0.780 0.1087
C 20.27544 12.00614 10.40777 -0.632 0.768 0.013 -0.4802
O 20.60863 11.03220 10.99919 -0.611 0.373 -0.523 0.1762
O 19.13622 12.22047 9.64418 1.441 -0.455 0.445 0.0815
F 20.09230 15.20542 10.25906 -0.522 0.305 0.317 0.0476
H 19.66131 13.18424 7.84689 -0.414 -0.328 0.133 0.1475
H 18.47897 14.08576 8.91206 0.377 -0.867 -0.227 0.1274
H 21.22076 14.52614 8.83694 0.109 -0.625 0.334 0.1748
C 17.87808 23.92968 14.61032 0.310 0.261 2.231 -0.0304
C 16.85212 23.37775 13.71992 -0.195 0.897 -1.960 -0.3686
O 15.82022 24.32397 13.77818 -0.316 0.386 0.829 0.1154
C 15.87829 24.92744 15.04249 -1.187 1.051 0.450 -0.4901
O 14.99980 25.57044 15.57417 1.666 -1.428 -1.453 0.1561
O 17.09733 24.71520 15.57136 0.280 -0.426 -0.684 0.0833
F 16.34050 22.19960 14.15802 0.021 -0.868 0.448 0.0646
H 18.65452 24.55783 14.17873 -0.290 -0.002 -0.313 0.1420
H 18.32754 23.11049 15.15247 0.368 -0.084 0.289 0.1366
H 17.22917 23.23586 12.69518 -0.574 0.217 0.205 0.1360
C 22.97184 23.23128 11.77136 -0.108 0.702 -0.770 -0.0558
C 21.70075 23.86155 12.34328 -1.795 -0.950 -0.266 -0.2316
O 21.26657 22.97757 13.38928 1.086 1.164 -1.232 0.1300
C 22.06197 21.89682 13.34496 0.241 -1.122 1.096 -0.5431
O 21.89227 20.97008 14.07159 0.110 -0.110 -0.319 0.1598
O 23.07668 22.00750 12.45880 -0.305 -0.147 0.434 0.0767
F 20.64029 23.83917 11.43294 0.959 0.325 0.270 0.0320
H 23.82515 23.90381 11.92805 -0.009 -0.472 0.289 0.1440
H 22.92203 23.02210 10.68712 -0.315 0.235 0.511 0.1525
H 21.78836 24.85243 12.75018 0.002 0.430 -0.028 0.1602
C 23.31294 14.34483 13.00232 1.688 -0.294 -0.581 -0.0435
C 23.90120 15.42509 12.12157 -0.474 0.066 0.309 -0.2854
O 24.48294 14.67230 11.09300 0.256 1.282 -0.275 0.1335
C 24.85418 13.43990 11.58648 -0.593 0.987 -1.082 -0.5756
O 25.55974 12.69010 11.02147 0.623 -0.522 -0.242 0.2042
O 24.20626 13.25508 12.70140 -0.220 -1.119 1.862 0.0685
F 24.86725 16.12326 12.82236 0.384 -0.462 -0.005 0.0379
H 22.36319 13.98719 12.72144 -1.409 0.128 -0.216 0.1099
H 23.41692 14.56098 14.03451 -0.214 0.232 0.799 0.0932
H 23.21424 16.21880 11.82208 -0.058 -0.534 -0.696 0.1682
C 24.52767 12.31950 16.01347 0.256 -0.190 -0.775 0.0045
C 23.05071 12.26558 15.83040 -2.918 1.280 0.840 -0.4998
O 22.23700 12.79295 16.65798 2.167 -1.404 -1.691 -0.0079
N 22.58766 11.67134 14.70547 0.065 0.258 -0.721 0.0328
C 21.17318 11.68896 14.30530 -0.416 -0.113 0.276 -0.0455
H 24.93683 13.24905 15.59097 -0.150 -0.161 0.221 0.0856
H 25.04393 11.48807 15.50966 -0.198 0.246 0.280 0.0972
H 24.66577 12.29019 17.07038 0.539 0.035 0.710 0.0800
H 23.24504 11.57855 13.91672 -0.422 -0.140 0.911 0.1335
H 20.71616 12.68520 14.22658 0.451 -0.057 0.409 0.0636
H 20.51483 11.07501 14.95803 0.668 0.348 -0.210 0.0921
H 21.12888 11.28496 13.30613 0.007 -0.362 -0.222 0.0575
C 16.31731 23.92425 8.27992 -0.392 1.140 0.582 0.0011
C 16.62445 23.27657 9.58472 -0.124 -1.800 -0.462 -0.5769
O 16.75137 23.88164 10.62890 0.222 0.178 0.466 0.0380
N 16.71289 21.91311 9.48097 -0.107 -0.459 0.364 0.0228
C 16.99655 21.01698 10.62480 0.701 0.804 -0.672 -0.0514
H 16.36884 23.21954 7.44814 -0.286 0.421 -0.010 0.0788
H 17.05446 24.72565 8.19737 -0.070 -0.042 -0.421 0.0904
H 15.33825 24.43326 8.45190 0.559 -0.490 -0.686 0.1024
H 16.44995 21.46920 8.59437 0.316 0.463 0.816 0.1363
H 18.09206 20.93366 10.77435 -0.484 -0.070 -0.102 0.0948
H 16.58407 20.04330 10.39087 -0.058 -0.143 0.230 0.0649
H 16.58577 21.42980 11.54569 -0.206 -0.138 -0.148 0.0458
C 18.81566 19.80357 17.56445 -1.018 0.700 -0.533 0.0128
C 18.18931 18.94251 18.65017 0.831 -0.327 -0.574 -0.5791
O 17.18102 19.22369 19.25109 -0.741 0.459 0.442 0.0519
N 18.87780 17.80194 18.89922 1.319 -0.773 -0.847 0.0101
C 18.46376 16.84423 19.91256 0.431 -0.477 -0.626 -0.0641
H 18.99243 20.82823 17.95459 0.297 -0.772 -0.145 0.0990
H 18.09355 19.95541 16.74175 -0.105 -0.119 0.448 0.0731
H 19.66007 19.34054 17.06684 0.501 0.189 0.380 0.0469
H 19.60890 17.52421 18.21386 -0.783 0.317 1.040 0.1159
H 18.49580 17.26935 20.90197 0.012 0.269 0.334 0.0816
H 19.12589 15.95180 19.89037 -0.368 0.667 -0.126 0.0926
H 17.44593 16.53712 19.70685 -0.287 -0.211 0.215 0.0546
C 25.26080 19.03437 11.28902 -0.484 1.549 -0.262 0.0146
C 26.12656 19.75832 12.32967 0.659 -2.140 -3.490 -0.5836
O 27.26903 20.04824 12.02043 0.378 0.794 0.291 0.0338
N 25.58914 19.98377 13.49632 1.455 1.894 2.359 0.0136
C 24.59392 19.18885 14.11424 -1.714 0.291 -0.039 -0.0781
H 24.97777 18.03204 11.52794 -0.347 -0.433 0.569 0.0392
H 25.75833 18.98010 10.32961 0.451 0.187 0.034 0.0788
H 24.38219 19.69471 11.14014 0.017 -0.668 0.093 0.0839
H 26.31673 20.42748 14.08290 -0.887 -0.457 -0.099 0.1661
H 24.79750 18.14293 14.06540 0.433 -0.785 0.470 0.0660
H 23.63785 19.31040 13.61071 -0.129 0.105 -0.188 0.0691
H 24.39834 19.56712 15.10932 0.191 -0.280 0.303 0.0942
```
Positions in Å, forces in eV/Å.

For the total energy, the calculation gives -5828.320683 hartree. For the lowest unoccupied orbital energy, the calculation gives -1.0 eV. The value obtained for the gap between HOMO and LUMO is 8.2 eV. Its total charge is 0.

Look up the total energy of the second one.
-5828.320683 hartree

Look up the total charge of the second one.
0